Entry 1:
Below is a structure of composition C4H8N2O in a non-equilibrium geometry, with properties calculated with wB97M-V/def2-TZVPD.

Results
Kohn-Sham gap   7.6 eV
Highest occupied orbital energy   -7.326 eV
Molar mass   100.121 Da
Energy above the lowest of the compared OMol25 structures with the same formula, charge and spin   4.282 eV
LUMO   0.31 eV
Largest force on an atom   0.028 Eh/bohr

Atoms and positions in Å:
C 1.688177 0.039271 0.567805
C 0.873087 -0.498755 -0.584163
O 0.152781 -1.722284 -0.219797
C -1.031515 -0.987180 -0.213903
N -2.148687 -1.229130 0.348133
C -0.453113 0.140440 -0.884683
N -0.926253 1.441448 -0.269556
H 1.051262 0.204187 1.445694
H 2.162387 0.990628 0.290367
H 2.477232 -0.664987 0.841234
H 1.496115 -0.685693 -1.467384
H -2.127499 -2.138964 0.808220
H -1.549418 1.545681 -1.063303
H -1.413288 1.356120 0.644052
H -0.251273 2.209216 -0.242713

Forces on atoms 1 to 2 (eV/Å):
0.01 0.02 0.09
0.50 -0.01 -0.03

---

Entry 2:
Below is an isolated molecule of C3H2N4O in a non-equilibrium geometry, with properties calculated with wB97M-V/def2-TZVPD.

Results
Kohn-Sham gap   8.9 eV
Highest occupied orbital energy   -10.159 eV
Molar mass   110.076 Da
Energy above the lowest of the compared OMol25 structures with the same formula, charge and spin   3.498 eV
SMILES   O=c1nnccnn1
LUMO   -1.30 eV
Largest force on an atom   0.125 Eh/bohr

Atoms and positions in Å:
C -0.746350 -0.243227 -1.187064
C -0.191234 0.209557 1.163994
C 0.999533 -0.198882 0.610354
H -0.435165 0.130078 2.241926
H 1.985917 -0.732654 1.059321
N -1.368046 0.853447 -0.668961
N -0.979484 1.122150 0.483014
N 1.404247 0.163518 -0.739356
N 0.634190 0.052412 -1.813797
O -1.303607 -1.356399 -1.149431

Forces on atoms 1 to 2 (eV/Å):
-1.26 -5.83 -2.33
2.65 -0.07 0.75

---

Entry 3:
Below is a structure of composition C59H54Br2F5Ge2NOPdS4, with properties calculated with wB97M-V/def2-TZVPD.

Results
Kohn-Sham gap (alpha / beta)   5.7 / 6.3 eV
Highest occupied orbital energy (alpha / beta)   -1.959 / -2.611 eV
Molar mass   1427.793 Da
Energy above the lowest of the compared OMol25 structures with the same formula, charge and spin   0.000 eV
Total charge   -2
2S+1   3
LUMO (alpha / beta)   3.70 / 3.70 eV
⟨S²⟩   2.01
Largest force on an atom   0.009 Eh/bohr

Atoms and positions in Å:
Pd 0.231921 0.101166 0.345602
C 3.057293 0.829258 5.673842
C 4.009978 0.813223 4.509948
C 4.714874 1.952856 4.143555
C 5.487688 1.990344 2.992148
C 6.205058 3.258971 2.609747
C 5.557938 0.851140 2.179362
C 4.941483 -0.337346 2.585075
C 5.085111 -1.632062 1.828958
C 4.164554 -0.328107 3.740271
C 6.290977 0.952990 0.878155
C 7.657927 0.694007 0.869520
C 8.394988 0.820688 -0.296878
C 7.753225 1.218210 -1.456890
C 6.381505 1.482094 -1.470647
C 5.626249 1.350518 -0.296310
Ge 3.654582 1.615698 -0.215024
S 2.616907 -0.252949 -0.279936
S 3.108005 3.027834 1.445545
Ge 1.592365 3.668184 -0.080018
S -0.252643 2.583770 0.076815
S 2.881397 3.035596 -1.808857
C 1.225124 5.626237 -0.010701
C 0.725348 6.249833 -1.165323
C 0.325728 7.581619 -1.147557
C 0.427232 8.332054 0.011178
C 0.937111 7.739177 1.152244
C 1.329701 6.398568 1.162603
C 1.875449 5.919828 2.475804
C 1.044822 5.326455 3.427894
C -0.397031 5.011099 3.141211
C 1.577967 4.998667 4.674257
C 2.894267 5.271066 5.002757
C 3.425216 4.971465 6.379681
C 3.706555 5.859586 4.038077
C 3.219859 6.179070 2.780158
C 4.141365 6.743382 1.732463
C 0.626444 5.507147 -2.459475
C -0.516733 4.784178 -2.794088
C -1.747415 4.771441 -1.925503
C -0.526407 4.051809 -3.981643
C 0.557673 4.038158 -4.839707
C 0.564902 3.180932 -6.076740
C 1.668632 4.810455 -4.511945
C 1.722899 5.541565 -3.337534
C 2.975716 6.299769 -2.986679
C 5.831761 1.887358 -2.804289
C 5.278031 0.931090 -3.655591
C 5.068146 -0.488670 -3.202855
C 4.903816 1.314397 -4.943409
C 5.077334 2.610828 -5.400100
C 4.746114 2.983527 -6.821329
C 5.598615 3.555390 -4.521422
C 5.972016 3.214268 -3.230207
C 6.480471 4.263636 -2.280036
H 3.242926 1.685008 6.326440
H 3.136666 -0.083131 6.268534
H 2.029953 0.895171 5.306988
H 4.622314 2.853989 4.742177
H 6.124276 3.993872 3.411259
H 5.770021 3.696273 1.708057
H 7.263407 3.076444 2.408717
H 5.785489 -1.549855 0.999078
H 4.123130 -1.931282 1.414263
H 5.438267 -2.417175 2.503983
H 3.633171 -1.234184 4.017450
H 8.134364 0.388116 1.794907
H 9.459466 0.615395 -0.301290
H 8.309708 1.330421 -2.381602
H -0.066203 8.020941 -2.058719
H 0.113366 9.369580 0.024638
H 1.036112 8.311300 2.068453
H -0.850446 5.752857 2.481298
H -0.970670 4.968325 4.068798
H -0.484837 4.043327 2.639598
H 0.935209 4.514473 5.403264
H 2.811477 4.222206 6.881972
H 3.430329 5.871882 7.000872
H 4.450128 4.599032 6.341624
H 4.753015 6.048345 4.261894
H 5.163804 6.797620 2.109493
H 3.833060 7.741434 1.411387
H 4.138263 6.100609 0.847654
H -1.574461 5.243870 -0.960894
H -2.057305 3.745095 -1.727202
H -2.566036 5.296609 -2.427391
H -1.400941 3.452172 -4.216842
H -0.379584 2.647998 -6.190443
H 1.362873 2.438084 -6.019318
H 0.732255 3.777014 -6.977819
H 2.536530 4.805923 -5.165446
H 3.613750 6.407629 -3.865903
H 3.539591 5.755838 -2.223482
H 2.753760 7.291886 -2.590023
H 5.950751 -0.879684 -2.692277
H 4.841484 -1.133537 -4.053472
H 4.234397 -0.555920 -2.496525
H 4.471826 0.569090 -5.604646
H 4.132121 2.216850 -7.295757
H 5.655319 3.098969 -7.418080
H 4.202512 3.929336 -6.873092
H 5.709589 4.586143 -4.847505
H 6.483202 5.246002 -2.754872
H 7.490433 4.041049 -1.927654
H 5.831626 4.309772 -1.400120
Br -0.361195 -5.054751 -1.011197
C -1.701466 -3.787041 -0.574430
C -3.024546 -4.219147 -0.492574
C -4.033177 -3.349558 -0.178377
Br -5.822374 -4.008380 -0.077276
C -3.752749 -1.984107 0.069085
C -4.716648 -1.008097 0.406705
C -4.332440 0.282888 0.624900
C -2.973076 0.623400 0.507165
N -2.062494 -0.261655 0.192946
C -2.408553 -1.552471 -0.020631
C -1.300956 -2.456287 -0.343480
O -0.113755 -2.042926 -0.405837
H -3.247720 -5.261070 -0.679486
H -5.754706 -1.300894 0.494162
H -5.052743 1.045752 0.889958
H -2.624811 1.636519 0.673709
F 1.399570 0.801305 3.014780
C 0.304293 0.171020 2.487290
F -0.794303 0.814797 3.046817
C 0.297697 -1.219908 3.121669
F 0.395980 -1.199371 4.479363
F -0.844145 -1.871141 2.835446
F 1.318249 -1.963631 2.681589

Forces on atoms 1 to 2 (eV/Å):
0.07 0.39 -0.27
0.00 0.02 0.02